[1]
{
  "formula": "C18H30N2O5Pd",
  "method": "ωB97M-V/def2-TZVPD",
  "orbital_gap_ev": [4.108, 4.109],
  "homo_energy_ev": [-20.904, -20.904],
  "e_above_lowest_kj_mol": 308.4,
  "charge": 4,
  "lumo_energy_ev": [-16.796, -16.795],
  "elements": ["Pd", "C", "C", "O", "C", "C", "O", "C", "C", "O", "C", "C", "O", "H", "H", "H", "H", "H", "H", "H", "H", "H", "H", "H", "H", "H", "H", "H", "H", "C", "C", "N", "C", "C", "C", "O", "C", "C", "C", "C", "N", "C", "H", "H", "H", "H", "H", "H", "H", "H", "H", "H", "H", "H", "H", "H"],
  "xyz": [[-0.91, -0.16, -1.85], [-2.90, 0.95, -3.78], [-2.81, 2.03, -2.72], [-1.47, 2.03, -2.19], [-0.53, 2.81, -2.97], [0.88, 2.40, -2.63], [1.08, 1.00, -2.76], [1.43, 0.50, -4.05], [1.32, -1.01, -3.99], [0.01, -1.45, -3.56], [-0.94, -1.51, -4.65], [-2.30, -1.45, -4.04], [-2.38, -0.27, -3.15], [-2.31, 1.17, -4.67], [-3.93, 0.76, -4.06], [-3.48, 1.81, -1.88], [-3.07, 3.00, -3.13], [-0.68, 3.87, -2.73], [-0.74, 2.66, -4.04], [1.09, 2.64, -1.58], [1.59, 2.96, -3.25], [2.46, 0.77, -4.30], [0.77, 0.93, -4.82], [2.03, -1.41, -3.27], [1.55, -1.46, -4.96], [-0.80, -2.45, -5.20], [-0.77, -0.68, -5.33], [-2.51, -2.31, -3.40], [-3.09, -1.36, -4.79], [0.36, 1.32, 6.49], [-0.25, -0.08, 6.09], [0.14, -0.71, 4.92], [0.37, -2.04, 4.86], [1.84, -2.34, 5.69], [0.06, 0.30, 3.44], [-0.50, 1.28, 3.68], [0.59, -0.28, 2.19], [1.87, -0.82, 2.08], [2.35, -1.10, 0.81], [1.55, -0.83, -0.28], [0.31, -0.32, -0.17], [-0.16, -0.02, 1.04], [-0.12, 1.55, 7.44], [0.18, 2.11, 5.78], [1.43, 1.15, 6.63], [-1.33, 0.16, 5.90], [-0.25, -0.79, 6.92], [0.45, -2.43, 3.85], [-0.30, -2.61, 5.52], [2.63, -1.82, 5.15], [1.88, -3.42, 5.59], [1.71, -2.01, 6.72], [2.51, -0.99, 2.94], [3.35, -1.50, 0.67], [1.90, -1.00, -1.29], [-1.14, 0.44, 1.09]]
}

---

[2]
{
  "formula": "C4H16N2O2",
  "method": "ωB97M-V/def2-TZVPD",
  "orbital_gap_ev": [10.978, 5.573],
  "homo_energy_ev": [-14.170, -14.152],
  "e_above_lowest_kj_mol": 160.6,
  "charge": 1,
  "s2": 0.755,
  "multiplicity": 2,
  "lumo_energy_ev": [-3.192, -8.579],
  "elements": ["C", "N", "C", "C", "C", "N", "H", "H", "H", "H", "H", "H", "H", "H", "H", "H", "H", "H", "H", "H", "O", "H", "H", "O"],
  "xyz": [[0.91, 0.71, -0.02], [1.26, 0.07, 1.20], [0.01, 1.94, 0.21], [-1.47, 1.68, -0.01], [-1.97, 0.37, 0.59], [-1.47, -0.88, -0.05], [0.53, -0.05, -0.69], [1.83, 1.02, -0.53], [1.68, 0.65, 1.92], [0.50, -0.55, 1.52], [0.36, 2.74, -0.45], [0.28, 2.42, 1.16], [-1.62, 1.72, -1.09], [-2.16, 2.48, 0.29], [-1.54, 0.33, 1.60], [-3.05, 0.33, 0.71], [-2.20, -1.59, 0.05], [-1.46, -0.74, -1.06], [2.61, -1.55, -1.85], [1.42, -2.61, -2.16], [1.78, -1.73, -2.28], [1.93, -1.91, 0.58], [0.50, -2.23, 0.06], [1.36, -2.62, 0.28]]
}

---

[3]
{
  "formula": "C22H64Br2CrO18",
  "method": "ωB97M-V/def2-TZVPD",
  "orbital_gap_ev": [7.969, 9.221],
  "homo_energy_ev": [-7.749, -8.991],
  "s2": 6.005,
  "multiplicity": 5,
  "lumo_energy_ev": [0.221, 0.230],
  "elements": ["Cr", "Br", "Br", "C", "C", "O", "O", "H", "H", "H", "H", "H", "H", "C", "C", "O", "O", "H", "H", "H", "H", "H", "H", "C", "C", "O", "O", "H", "H", "H", "H", "H", "H", "C", "C", "O", "O", "H", "H", "H", "H", "H", "H", "C", "C", "O", "O", "H", "H", "H", "H", "H", "H", "C", "C", "O", "O", "H", "H", "H", "H", "H", "H", "C", "C", "O", "O", "H", "H", "H", "H", "H", "H", "C", "C", "O", "O", "H", "H", "H", "H", "H", "H", "C", "C", "C", "O", "H", "H", "H", "H", "H", "H", "H", "H", "C", "C", "C", "O", "H", "H", "H", "H", "H", "H", "H", "H"],
  "xyz": [[-0.36, -0.05, -0.27], [1.12, 0.94, 1.76], [-1.70, -0.85, -2.49], [0.77, 2.46, 5.61], [0.69, 1.06, 6.36], [1.73, 1.03, 7.35], [-0.18, 2.57, 4.62], [1.78, 2.55, 5.21], [0.63, 3.22, 6.39], [0.91, 0.23, 5.70], [-0.35, 0.94, 6.66], [1.30, 1.40, 8.13], [0.16, 2.32, 3.76], [0.29, -4.00, 4.20], [0.18, -2.60, 3.62], [1.31, -1.76, 3.98], [-0.76, -4.79, 3.76], [0.40, -4.03, 5.28], [1.25, -4.38, 3.84], [-0.81, -2.20, 3.83], [0.24, -2.63, 2.53], [1.35, -0.95, 3.47], [-0.47, -5.69, 3.93], [4.42, 3.05, 1.37], [4.46, 4.00, 0.14], [3.33, 3.75, -0.70], [3.39, 3.47, 2.24], [5.42, 3.10, 1.81], [4.24, 2.02, 1.07], [5.39, 3.77, -0.39], [4.64, 4.99, 0.55], [2.63, 4.28, -0.32], [2.51, 3.15, 2.02], [-0.49, 3.10, -3.18], [0.14, 2.80, -1.79], [0.59, 1.52, -1.44], [-1.67, 2.38, -3.40], [0.26, 2.80, -3.92], [-0.78, 4.13, -3.36], [-0.50, 3.22, -1.01], [1.08, 3.34, -1.69], [1.50, 1.44, -1.74], [-1.51, 1.44, -3.38], [-4.61, 4.87, -0.59], [-3.46, 3.94, -0.75], [-2.77, 3.69, 0.47], [-3.94, 6.09, -0.29], [-5.34, 4.59, 0.17], [-5.10, 5.06, -1.54], [-2.72, 4.30, -1.47], [-3.75, 2.97, -1.15], [-2.49, 4.52, 0.87], [-4.54, 6.77, 0.03], [-2.99, 0.49, 1.19], [-2.45, -0.72, 1.95], [-1.58, -1.44, 0.98], [-2.07, 1.24, 0.49], [-3.41, 1.21, 1.90], [-3.80, 0.19, 0.53], [-3.33, -1.32, 2.16], [-1.98, -0.36, 2.86], [-1.86, -2.35, 1.06], [-2.48, 2.10, 0.37], [-5.57, -1.59, -3.08], [-4.75, -2.43, -4.03], [-3.84, -1.69, -4.83], [-4.88, -1.22, -1.90], [-6.59, -1.94, -2.89], [-5.85, -0.65, -3.56], [-5.56, -2.74, -4.70], [-4.31, -3.27, -3.49], [-3.21, -1.32, -4.20], [-3.98, -0.97, -2.11], [5.29, 1.83, -3.18], [4.27, 0.95, -2.44], [2.99, 1.28, -2.84], [4.99, 3.21, -3.01], [5.34, 1.50, -4.22], [6.27, 1.67, -2.72], [4.40, 1.11, -1.37], [4.58, -0.09, -2.53], [2.91, 1.26, -3.80], [4.16, 3.29, -2.53], [2.81, -2.71, 0.46], [2.18, -1.74, -0.54], [2.35, -2.13, -1.96], [0.77, -1.83, -0.35], [2.27, -3.66, 0.50], [2.79, -2.39, 1.50], [3.85, -2.92, 0.23], [2.55, -0.73, -0.42], [1.76, -1.50, -2.63], [1.93, -3.12, -2.17], [3.37, -2.09, -2.36], [0.59, -2.77, -0.49], [0.41, -6.07, -1.89], [-0.32, -4.72, -1.58], [-1.89, -5.03, -1.49], [0.03, -4.33, -0.26], [0.19, -6.40, -2.91], [0.02, -6.90, -1.29], [1.49, -5.95, -1.78], [-0.13, -3.93, -2.31], [-2.20, -5.94, -0.98], [-2.34, -5.02, -2.48], [-2.29, -4.15, -1.00], [-0.69, -4.57, 0.32]]
}

---

[4]
{
  "formula": "C3H4IN",
  "method": "ωB97M-V/def2-TZVPD",
  "orbital_gap_ev": 10.797,
  "homo_energy_ev": -10.208,
  "e_above_lowest_kj_mol": 291.3,
  "lumo_energy_ev": 0.590,
  "elements": ["C", "C", "C", "N", "I", "H", "H", "H", "H"],
  "xyz": [[-2.76, 1.37, 0.11], [-1.70, 1.71, -0.35], [-2.57, -1.65, -0.33], [-1.54, -2.09, -0.02], [7.20, 0.17, -0.49], [-3.63, 1.39, 0.72], [6.60, -0.09, 0.99], [-0.84, 1.78, -0.98], [-0.77, -2.58, 0.33]]
}

---

| no. | largest force on an atom (eV Å⁻¹) |
| --- | --- |
| 1 | 0.55 |
| 2 | 2.39 |
| 3 | 4.31 |
| 4 | 1.28 |